# C9H10Cl2N3S2Tl

A structure of composition C9H10Cl2N3S2Tl (ωB97M-V/def2-TZVPD, the OMol25 dataset).

Summary:
LUMO energy	-0.42	eV
energy above the lowest of the compared OMol25 structures with the same formula, charge and spin	0.0	kcal/mol
frontier orbital gap	0.2579	Ha
2S+1	1
HOMO level	-7.44	eV
largest force on an atom	0.35	eV/A
total charge	0

Geometry as XYZ:
```
27
C9H10Cl2N3S2Tl, DFT ωB97M-V/def2-TZVPD
Tl 0.9551 -0.3437 -1.4482
C 3.2447 -3.9639 2.1066
S 2.7267 -2.5116 3.0503
C 1.9156 -1.6127 1.7198
S 2.9003 -1.0846 0.4223
N 0.6485 -1.4312 1.9612
N -0.0059 -0.7096 0.9781
C -1.2193 -0.4566 1.2615
C -2.0975 0.3142 0.3612
C -3.4588 0.3813 0.6374
C -4.2801 1.1038 -0.2110
C -3.7166 1.7341 -1.3083
C -2.3492 1.6070 -1.5067
N -1.5524 0.9238 -0.6934
H 3.8545 -4.5725 2.7725
H 3.8404 -3.6572 1.2496
H 2.3775 -4.5373 1.7851
H -1.6314 -0.8133 2.2059
H -3.8563 -0.1315 1.5038
H -5.3436 1.1688 -0.0220
H -4.3150 2.3156 -1.9955
H -1.8701 2.0782 -2.3587
Cl 1.0541 3.0112 -1.9487
C 2.7004 2.9221 -2.6105
Cl 3.6901 1.7298 -1.7711
H 3.1594 3.8945 -2.4875
H 2.6289 2.6414 -3.6536
```